Entry one
The ion C4H11N4 with charge +1, computed with ωB97M-V/def2-TZVPD.

Last column: Löwdin charge in e.
CARTESIAN COORDINATES (ANGSTROEM)
C  0.16652  -1.38607  0.88241  -0.44
C  -0.46894  1.62678  -0.42821  -0.36
C  1.63472  -1.88053  1.26631  -0.03
C  -1.90149  1.88923  -0.67812  0.05
N  0.07771  -0.02195  1.35397  0.13
N  -0.19506  0.95397  0.69488  0.14
N  0.48472  2.03576  -1.21341  0.22
N  0.02387  -1.50623  -0.51786  0.04
H  -0.55311  -2.01321  1.54984  0.19
H  2.44742  -1.44933  0.75302  0.06
H  1.56707  -2.96632  1.02638  0.10
H  1.86793  -1.71267  2.32544  0.09
H  -2.43099  2.16895  0.15001  0.07
H  -2.43790  0.98830  -1.05557  0.13
H  -1.77247  2.71144  -1.32158  0.08
H  1.46447  1.84405  -1.03481  0.15
H  0.11770  2.63616  -1.98697  0.17
H  0.79222  -2.19064  -0.85499  0.13
H  -0.88438  -1.72768  -0.91073  0.09

As for the net charge: +1. The structure (SMILES) is CC(=[NH2+])/N=N\[C@H](C)N. As for the molar mass: 115.16 g mol⁻¹. The calculation puts the highest occupied orbital energy at -13.3 eV. As for the LUMO energy: -4.0287 eV.

Entry two
A cluster of 2 separate species, C4H11N4 in total, computed with ωB97M-V/def2-TZVPD.

Last column: Löwdin charge in e.
CARTESIAN COORDINATES (ANGSTROEM)
C  -0.47434  0.04388  -1.51535  -0.35
C  0.88120  -0.41522  -1.01072  -0.04
C  1.13059  -1.55793  1.21130  -0.03
C  -0.76884  2.02275  1.74634  0.19
N  -1.31197  0.18350  -0.53124  0.11
N  0.65946  -0.44409  0.42455  -0.16
N  -0.77316  0.24951  -2.78554  0.20
N  -0.65398  -0.05002  0.62140  -0.02
H  1.14038  -1.40427  -1.40729  0.14
H  1.67631  0.28961  -1.26940  0.14
H  2.20948  -1.63462  1.09013  0.10
H  0.92075  -1.36130  2.26139  0.10
H  0.66680  -2.50743  0.91848  0.10
H  0.28740  2.14162  1.89081  0.03
H  -1.24188  2.57289  0.95795  0.03
H  -1.36290  1.70809  2.58046  0.02
H  -0.09846  0.11095  -3.51988  0.13
H  -1.70296  0.55418  -3.02616  0.13
H  -1.18389  -0.50207  1.36275  0.17

As for the net charge: +1. As for the molar mass: 115.16 g mol⁻¹. The calculation puts the highest occupied orbital energy (alpha / beta) at -12.4 / -12.6 eV. As for the LUMO energy (alpha / beta): -5.1546 / -3.9404 eV.

Entry three
The ion C4H11N4 with charge +1, computed with ωB97M-V/def2-TZVPD.

Last column: Löwdin charge in e.
CARTESIAN COORDINATES (ANGSTROEM)
C  3.93856  -0.09424  0.00261  0.07
C  2.77011  0.53128  -0.07271  -0.22
C  0.48602  0.36887  0.08354  -0.22
C  -3.07455  0.61204  -0.39467  0.04
N  1.62367  -0.20052  0.21256  0.07
N  -0.63325  -1.57043  -0.00010  0.07
N  -0.69019  -0.21271  -0.10948  -0.15
N  -1.96442  0.25636  0.62250  0.09
H  4.83388  0.30101  -0.40449  0.06
H  4.19207  -0.97443  0.49016  0.05
H  2.77632  1.44153  -0.63192  0.10
H  0.39090  1.44335  0.19847  0.14
H  -3.87570  -0.01166  0.07619  0.11
H  -3.59597  1.59445  -0.33429  0.11
H  -2.58258  0.29165  -1.34170  0.11
H  0.25323  -1.97746  0.16140  0.08
H  -0.89466  -2.17549  -0.80312  0.14
H  -1.76479  1.04899  1.19745  0.16
H  -2.18865  -0.67259  1.04759  0.18

As for the net charge: +1. The structure (SMILES) is C=C/N=C/N(N)[NH2+]C. As for the molar mass: 115.16 g mol⁻¹. The calculation puts the highest occupied orbital energy at -12.1 eV. As for the LUMO energy: -3.6905 eV.

On energetic grounds, entry one is preferred over the next structure by 1.294 eV.

Entry one
A cluster of 2 separate species, CH5S3 in total, computed with ωB97M-V/def2-TZVPD.

Last column: Löwdin charge in e.
CARTESIAN COORDINATES (ANGSTROEM)
C  0.68982  -0.45336  0.26345  -0.55
S  -0.22423  0.66816  -0.81498  0.26
S  1.07885  0.89340  -2.37896  0.22
H  0.73476  -1.48726  -0.07369  0.03
H  0.18769  -0.44186  1.23072  -0.06
H  1.70172  -0.06016  0.38166  0.01
H  1.86777  1.88668  -1.92298  -0.22
S  -2.41611  -0.33405  1.42380  -0.22
H  -3.62025  -0.67154  1.89098  -0.48

As for the net charge: -1. As for the molar mass: 113.25 g mol⁻¹. The calculation puts the highest occupied orbital energy at -2.7 eV. As for the LUMO energy: 2.9378 eV.

Entry two
A cluster of 2 separate species, CH5S3 in total, computed with ωB97M-V/def2-TZVPD.

Last column: Löwdin charge in e.
CARTESIAN COORDINATES (ANGSTROEM)
S  -1.69704  -0.30753  1.65192  0.23
H  -2.91293  -0.72214  1.26623  -0.28
C  1.51542  -0.09355  -0.23368  -0.54
S  0.76843  1.23489  -1.22716  0.13
S  -1.20551  0.66684  -1.57280  -0.19
H  2.55629  0.20865  -0.19272  0.00
H  1.41997  -1.05396  -0.72441  0.01
H  1.07723  -0.14731  0.76573  -0.02
H  -1.52188  0.21411  0.26689  -0.35

As for the net charge: -1. As for the molar mass: 113.25 g mol⁻¹. The calculation puts the highest occupied orbital energy at -2.8 eV. As for the LUMO energy: 3.5980 eV.

On energetic grounds, entry two is preferred over the next structure by 0.369 eV.

Entry one
A cluster of 2 separate species, C3H8NO4 in total, computed with ωB97M-V/def2-TZVPD.

Last column: Löwdin charge in e.
CARTESIAN COORDINATES (ANGSTROEM)
C  1.07801  -0.89318  -0.15057  -0.25
C  -0.17711  -1.46848  -0.95334  -0.24
O  -1.35202  -1.00871  -0.26213  -0.14
N  0.77965  -0.66071  1.21316  0.01
C  0.17109  0.67443  1.51604  -0.74
O  0.28728  1.07730  2.67662  -0.06
O  -0.28261  1.29327  0.52228  -0.10
H  1.32859  0.12867  -0.68173  0.13
H  1.99194  -1.40210  -0.39920  0.08
H  -0.19344  -1.02769  -2.02283  0.09
H  -0.20669  -2.53010  -1.04021  0.07
H  -1.18828  -0.02411  -0.30478  0.04
H  0.94428  -1.34806  1.93687  0.11
H  -0.94409  0.90915  -2.48202  0.03
H  0.16501  1.74946  -3.26630  0.03
O  -0.35781  0.94513  -3.25165  -0.07

As for the net charge: -1. As for the molar mass: 122.10 g mol⁻¹. The calculation puts the highest occupied orbital energy at -4.1 eV. As for the LUMO energy: 3.6616 eV.

Entry two
A cluster of 2 separate species, C3H8NO4 in total, computed with ωB97M-V/def2-TZVPD.

Last column: Löwdin charge in e.
CARTESIAN COORDINATES (ANGSTROEM)
O  0.48849  -2.22047  1.52090  -0.08
C  -0.54553  -1.55714  1.27979  -0.71
O  -1.72577  -1.63895  1.65172  -0.06
C  -0.32397  -0.31683  0.31934  -0.32
C  -1.47026  0.09252  -0.54676  -0.28
O  -1.35135  1.34843  -1.14096  -0.08
N  0.92743  -0.41404  -0.44152  0.02
H  -0.11079  0.47367  1.06605  0.13
H  -2.42789  0.12560  0.01464  0.12
H  -1.64720  -0.69398  -1.35594  0.14
H  -0.69818  1.25910  -1.84503  0.07
H  0.88667  -1.18162  -1.08087  0.06
H  1.72078  -0.59982  0.13068  0.06
H  1.52424  1.73873  0.69315  0.03
H  2.34456  1.62601  -0.58118  0.01
O  2.40877  1.95879  0.31600  -0.10

As for the net charge: -1. As for the molar mass: 122.10 g mol⁻¹. The calculation puts the highest occupied orbital energy at -4.0 eV. As for the LUMO energy: 3.6142 eV.

On energetic grounds, entry two is preferred over the next structure by 0.389 eV.